Density functional theory data (wB97M-V/def2-TZVPD) for a 9-piece molecular cluster, C44H109Cl2F9N15O11P5 overall at a distorted geometry.

Properties
SMILES = CN(C)P(=O)(N(C)C)N(C)C.CN(C)P(=O)(N(C)C)N(C)C.CN(C)P(=O)(N(C)C)N(C)C.CN(C)P(=O)(N(C)C)N(C)C.CN(C)P(=O)(N(C)C)N(C)C.CCOC(=O)C(F)(F)F.CCOC(=O)C(F)(F)F.CCOC(=O)C(F)(F)F.ClCCCl
Molecular weight = 1421.2 g/mol
Gap between HOMO and LUMO = 8.28 eV
LUMO energy = 0.176 eV

```
195
C44H109Cl2F9N15O11P5, DFT wB97M-V/def2-TZVPD
C 3.80 -3.76 4.95
N 3.57 -5.16 4.60
C 4.12 -6.14 5.60
P 2.75 -5.51 3.26
O 2.40 -6.95 3.14
N 1.49 -4.52 3.15
C 1.39 -3.36 2.22
C 0.43 -4.68 4.13
N 3.75 -4.93 2.05
C 3.34 -5.16 0.68
C 5.15 -5.31 2.22
H 3.31 -3.39 5.94
H 3.52 -3.08 4.14
H 4.83 -3.59 5.19
H 5.17 -5.78 5.80
H 3.84 -7.13 5.23
H 3.53 -6.06 6.58
H 2.44 -3.04 2.15
H 0.97 -3.72 1.25
H 0.95 -2.53 2.78
H 0.26 -3.71 4.74
H -0.48 -5.07 3.56
H 0.90 -5.34 4.90
H 2.26 -5.07 0.73
H 3.83 -4.35 0.08
H 3.72 -6.06 0.24
H 5.69 -4.90 1.38
H 5.25 -6.47 2.10
H 5.63 -4.97 3.14
C -2.66 1.72 -3.01
N -2.50 0.44 -3.66
C -1.82 -0.57 -2.88
P -3.91 0.03 -4.33
O -5.04 -0.14 -3.38
N -4.16 1.20 -5.45
C -3.03 1.85 -6.18
C -5.45 1.56 -5.94
N -3.54 -1.41 -5.09
C -2.59 -1.31 -6.16
C -4.57 -2.42 -5.35
H -3.04 2.51 -3.63
H -1.68 1.92 -2.66
H -3.29 1.58 -1.95
H -0.74 -0.29 -2.84
H -1.86 -1.49 -3.40
H -2.20 -0.62 -1.90
H -2.76 2.87 -5.89
H -2.18 1.20 -6.08
H -3.28 1.84 -7.30
H -5.51 1.28 -6.97
H -6.27 1.16 -5.38
H -5.51 2.69 -6.00
H -1.73 -0.76 -5.72
H -2.17 -2.22 -6.45
H -3.09 -0.76 -7.03
H -5.35 -2.26 -4.53
H -4.24 -3.48 -5.24
H -5.02 -2.26 -6.35
C -4.66 4.78 0.67
N -4.67 3.49 1.23
C -5.08 2.44 0.36
P -4.39 3.19 2.81
O -4.26 1.76 3.12
N -3.09 4.03 3.24
C -3.04 5.42 3.40
C -1.79 3.37 3.51
N -5.68 3.87 3.59
C -5.80 3.72 5.00
C -6.94 3.83 2.88
H -4.41 5.54 1.42
H -5.61 5.14 0.19
H -3.87 4.85 -0.13
H -5.36 1.59 1.04
H -4.31 2.07 -0.26
H -5.94 2.77 -0.29
H -2.54 6.04 2.63
H -4.08 5.76 3.52
H -2.57 5.77 4.33
H -1.00 3.94 3.08
H -1.65 3.21 4.58
H -1.78 2.36 3.01
H -6.71 4.33 5.25
H -5.92 2.69 5.36
H -4.93 4.20 5.57
H -7.53 4.67 3.15
H -7.47 2.94 3.24
H -6.77 3.84 1.79
C 5.80 -1.18 2.14
N 5.35 0.00 1.45
C 6.47 0.78 0.90
P 3.79 0.63 1.65
O 2.82 -0.46 1.36
N 3.65 1.04 3.23
C 4.79 1.35 4.07
C 2.27 1.32 3.68
N 3.77 2.05 0.76
C 3.86 1.94 -0.72
C 3.90 3.42 1.33
H 4.89 -1.79 2.25
H 6.24 -0.96 3.08
H 6.63 -1.68 1.64
H 6.77 0.48 -0.11
H 7.35 0.65 1.52
H 6.25 1.85 0.95
H 4.83 2.44 4.35
H 4.77 0.75 4.98
H 5.66 1.14 3.51
H 2.02 0.77 4.58
H 2.19 2.47 3.80
H 1.60 1.03 2.85
H 3.21 1.07 -1.02
H 3.51 2.85 -1.17
H 4.87 1.87 -1.12
H 4.94 3.84 1.56
H 3.55 3.36 2.36
H 3.20 4.06 0.83
C 0.61 -3.31 -2.15
N 1.88 -2.52 -2.23
C 2.24 -1.58 -1.21
P 2.91 -2.85 -3.44
O 2.35 -3.97 -4.24
N 3.11 -1.33 -4.21
C 3.90 -1.27 -5.35
C 1.78 -0.86 -4.66
N 4.55 -3.15 -3.10
C 5.01 -4.58 -3.04
C 5.41 -2.12 -2.62
H 0.68 -3.78 -1.12
H 0.64 -4.09 -2.90
H -0.28 -2.64 -2.18
H 2.54 -2.06 -0.32
H 1.35 -0.91 -0.95
H 3.06 -0.87 -1.58
H 3.34 -1.73 -6.22
H 4.25 -0.25 -5.66
H 4.85 -1.76 -5.30
H 1.89 0.19 -5.14
H 1.43 -1.56 -5.41
H 1.06 -0.76 -3.88
H 5.37 -4.75 -2.01
H 4.09 -5.18 -3.19
H 5.83 -4.70 -3.76
H 5.99 -2.28 -1.69
H 5.04 -1.15 -2.56
H 6.28 -1.99 -3.26
C -5.60 -1.36 -0.54
C -4.95 -2.66 -1.06
O -5.09 -3.80 -0.14
C -4.16 -4.11 0.69
O -3.17 -3.49 0.89
C -4.54 -5.39 1.45
F -3.42 -5.91 2.00
F -5.34 -5.15 2.50
F -5.10 -6.29 0.72
H -6.69 -1.41 -0.33
H -5.59 -0.63 -1.36
H -5.02 -0.97 0.29
H -3.95 -2.58 -1.43
H -5.40 -3.05 -1.96
C 3.43 6.91 -4.46
C 2.02 6.45 -4.10
O 1.29 7.28 -3.06
C 1.53 7.02 -1.81
O 2.32 6.14 -1.40
C 0.62 7.78 -0.84
F 0.58 9.11 -1.13
F -0.63 7.18 -1.00
F 0.99 7.64 0.43
H 3.98 7.09 -3.55
H 3.43 7.84 -5.00
H 3.82 6.15 -5.07
H 2.14 5.47 -3.66
H 1.23 6.45 -4.91
C -2.36 -0.10 1.19
C -0.85 0.05 1.01
O -0.59 1.56 1.00
C 0.00 2.00 -0.10
O 0.42 1.31 -1.03
C -0.01 3.52 -0.17
F -1.24 4.01 -0.09
F 0.69 4.07 0.90
F 0.63 3.94 -1.30
H -2.85 0.32 0.36
H -2.63 0.43 2.08
H -2.53 -1.21 1.28
H -0.45 -0.37 0.04
H -0.39 -0.46 1.79
Cl -2.94 -3.60 5.56
C -3.33 -2.34 4.35
C -2.76 -0.99 4.79
Cl -1.00 -0.91 4.37
H -4.39 -2.25 4.48
H -3.08 -2.72 3.38
H -2.73 -0.94 5.84
H -3.22 -0.11 4.29
```

Löwdin population analysis, charges in e, atoms 1 to 4: atom 1 (C): -0.118, atom 2 (N): -0.320, atom 3 (C): -0.069, atom 4 (P): 0.397